Entry 1:
ORCA calculation (ωB97M-V/def2-TZVPD) on a cluster of 2 separate species, C5H14 in total.

Atoms and positions in Å:
C: 0.908 1.832 -1.801
C: 0.770 0.384 -1.316
C: 2.082 -0.196 -0.753
H: -0.040 2.136 -2.268
H: 1.655 1.883 -2.595
H: 1.138 2.537 -0.992
H: 0.001 0.414 -0.543
H: 0.410 -0.219 -2.145
H: 1.947 -0.555 0.264
H: 2.343 -1.104 -1.291
H: 2.883 0.528 -0.838
C: -1.442 -1.590 1.462
C: -2.071 -0.339 2.098
H: -2.136 -2.171 0.868
H: -0.603 -1.213 0.871
H: -0.999 -2.205 2.236
H: -2.494 0.279 1.302
H: -1.382 0.177 2.762
H: -2.970 -0.577 2.676

Structure (SMILES) ... CCC.CC
Total energy ... -198.878243 Ha
Relative energy (zero: lowest compared OMol25 entry of this formula, charge and spin) ... 28.7 kJ/mol
LUMO energy ... 1.09 eV
HOMO ... -11.38 eV

These are the Löwdin partial charges, in e, on atoms 1 to 2: -0.1352 -0.3152

Entry 2:
ORCA calculation (ωB97M-V/def2-TZVPD) on a cluster of 5 separate species, C31H39Br2F6N6O2P in total.

Atoms and positions in Å:
C: 5.561 -0.173 3.443
C: 4.822 -0.415 2.150
O: 5.273 -0.038 1.090
N: 3.574 -1.082 2.276
C: 3.876 -2.535 2.285
P: 2.388 -0.660 0.930
N: 1.366 -0.272 -0.507
C: 1.090 -1.735 1.708
C: 0.889 -1.664 3.216
O: -0.124 -2.607 3.566
C: -1.411 -2.107 3.371
C: -2.157 -2.907 2.292
F: -2.461 -2.088 1.261
F: -1.422 -3.927 1.790
F: -3.318 -3.430 2.766
C: 2.528 1.138 1.295
C: 2.431 1.512 2.786
C: 1.603 2.739 3.080
F: 1.428 2.794 4.442
Br: 2.541 4.364 2.596
C: 0.187 2.691 2.437
F: -0.188 1.398 2.288
F: 0.198 3.251 1.204
Br: -1.157 3.605 3.477
H: 4.999 -0.581 4.274
H: 6.528 -0.657 3.419
H: 5.661 0.892 3.605
H: 4.949 -2.704 2.306
H: 3.526 -3.010 1.373
H: 3.460 -3.024 3.159
H: 3.246 -1.268 -0.008
H: 1.087 -1.176 -0.879
H: 0.498 0.186 -0.242
H: 0.139 -1.504 1.248
H: 1.283 -2.776 1.473
H: 0.571 -0.677 3.543
H: 1.764 -1.939 3.784
H: -1.404 -1.067 3.058
H: -1.982 -2.191 4.290
H: 1.765 1.618 0.707
H: 3.460 1.528 0.912
H: 2.067 0.717 3.422
H: 3.429 1.734 3.141
C: -3.943 2.119 -0.907
C: -3.874 0.749 -1.098
C: -2.707 0.088 -0.745
N: -1.641 0.700 -0.228
C: -1.722 2.019 -0.056
C: -2.843 2.771 -0.376
H: -4.841 2.665 -1.168
H: -4.708 0.200 -1.514
H: -2.615 -0.981 -0.879
H: -0.839 2.495 0.357
H: -2.850 3.839 -0.210
C: -0.368 -4.540 -4.506
C: 0.696 -3.671 -4.334
C: 0.793 -2.977 -3.137
N: -0.084 -3.099 -2.142
C: -1.101 -3.936 -2.324
C: -1.288 -4.678 -3.480
H: -0.479 -5.101 -5.425
H: 1.436 -3.529 -5.109
H: 1.610 -2.284 -2.964
H: -1.799 -4.014 -1.497
H: -2.134 -5.346 -3.571
C: 5.152 2.218 -1.638
C: 5.552 0.913 -1.865
C: 5.584 0.457 -3.175
N: 5.250 1.200 -4.229
C: 4.867 2.452 -3.990
C: 4.801 3.008 -2.721
H: 5.114 2.613 -0.630
H: 5.829 0.266 -1.047
H: 5.891 -0.559 -3.398
H: 4.598 3.035 -4.864
H: 4.482 4.033 -2.589
C: -9.451 1.857 -2.728
C: -8.946 3.134 -2.907
C: -7.927 3.563 -2.070
N: -7.407 2.815 -1.099
C: -7.905 1.591 -0.939
C: -8.920 1.066 -1.723
H: -10.246 1.485 -3.361
H: -9.331 3.787 -3.678
H: -7.502 4.554 -2.179
H: -7.463 1.006 -0.139
H: -9.284 0.063 -1.548

Structure (SMILES) ... CC(=O)N(C)[PH](N)(CCOCC(F)(F)F)CC[C@@](F)(Br)C(F)(F)Br.c1ccncc1.c1ccncc1.c1ccncc1.c1ccncc1
Total energy ... -7772.187608 Ha
LUMO energy ... 0.44 eV
HOMO ... -8.67 eV

These are the Löwdin partial charges, in e, on atoms 1 to 2: 0.0054 -0.5620

Entry 3:
ORCA calculation (ωB97M-V/def2-TZVPD) on a cluster of 2 separate species, C5H9NO in total.

Atoms and positions in Å:
C: -1.589 -0.712 -1.264
C: -0.281 -0.598 -0.569
C: -0.154 -1.176 0.829
O: 0.579 0.024 -1.150
H: -2.018 -1.706 -1.156
H: -1.416 -0.450 -2.311
H: -2.240 0.039 -0.803
H: -0.695 -0.517 1.520
H: 0.882 -1.254 1.166
H: -0.634 -2.157 0.870
C: 1.725 1.323 0.350
C: 0.092 1.746 0.615
N: -1.036 1.944 0.872
H: 2.097 2.168 -0.217
H: 2.032 1.262 1.375
H: 2.232 0.446 -0.150

Structure (SMILES) ... CC(C)=O.CC#N
Total energy ... -325.819516 Ha
Relative energy (zero: lowest compared OMol25 entry of this formula, charge and spin) ... 309.9 kJ/mol
LUMO energy ... 0.74 eV
HOMO ... -9.47 eV

These are the Löwdin partial charges, in e, on atoms 1 to 2: -0.0182 -0.5299

Entry 4:
ORCA calculation (ωB97M-V/def2-TZVPD) on a structure of composition C26H65CrN12OP.

Atoms and positions in Å:
Cr: 0.475 -0.425 -0.360
C: 2.322 -1.920 -3.180
N: 1.729 -2.965 -2.361
C: 2.492 -4.199 -2.299
C: 0.362 -2.965 -2.182
N: -0.177 -1.927 -1.598
C: -1.575 -1.572 -1.824
C: -1.572 -0.191 -2.462
N: -0.831 0.812 -1.637
C: -1.807 1.650 -0.891
C: -2.796 0.887 -0.025
N: -2.195 0.257 1.142
C: -3.016 0.025 2.129
N: -2.533 -0.158 3.400
C: -1.232 0.354 3.762
C: -3.171 -1.046 4.358
N: -4.386 -0.041 2.003
C: -5.292 0.553 2.970
C: -5.008 -0.820 0.951
C: -0.021 1.672 -2.570
C: 0.272 3.106 -2.145
N: 1.079 3.158 -0.948
C: 1.839 4.165 -0.713
N: 2.761 3.986 0.367
C: 4.175 3.806 0.073
C: 2.522 4.923 1.462
N: 1.769 5.366 -1.359
C: 2.906 6.264 -1.496
C: 0.482 5.965 -1.687
N: -0.345 -4.041 -2.612
C: -1.541 -4.518 -1.939
C: 0.101 -4.851 -3.742
H: 3.356 -1.752 -2.877
H: 1.767 -0.994 -3.059
H: 2.334 -2.198 -4.239
H: 3.388 -4.034 -1.699
H: 2.808 -4.545 -3.287
H: 1.906 -4.981 -1.822
H: -2.102 -1.555 -0.865
H: -2.102 -2.259 -2.491
H: -2.591 0.161 -2.653
H: -1.075 -0.279 -3.429
H: -2.393 2.222 -1.622
H: -1.249 2.357 -0.277
H: -3.333 0.173 -0.659
H: -3.554 1.619 0.284
H: -1.161 1.414 3.512
H: -1.108 0.260 4.840
H: -0.418 -0.183 3.263
H: -2.436 -1.752 4.751
H: -3.956 -1.618 3.872
H: -3.602 -0.501 5.200
H: -4.740 1.196 3.651
H: -5.832 -0.199 3.551
H: -6.027 1.166 2.446
H: -4.269 -1.462 0.476
H: -5.481 -0.197 0.187
H: -5.778 -1.462 1.387
H: -0.553 1.741 -3.524
H: 0.924 1.156 -2.754
H: -0.672 3.644 -2.039
H: 0.790 3.569 -2.994
H: 4.300 3.221 -0.839
H: 4.632 3.250 0.894
H: 4.728 4.744 -0.034
H: 2.811 5.954 1.231
H: 3.101 4.602 2.328
H: 1.466 4.909 1.733
H: 3.822 5.715 -1.690
H: 3.043 6.908 -0.624
H: 2.724 6.901 -2.361
H: -0.313 5.481 -1.125
H: 0.252 5.925 -2.754
H: 0.504 7.012 -1.382
H: -1.692 -3.961 -1.019
H: -1.418 -5.575 -1.693
H: -2.429 -4.416 -2.565
H: 0.639 -4.238 -4.461
H: -0.783 -5.248 -4.239
H: 0.726 -5.694 -3.444
N: 1.019 1.175 0.886
C: 2.323 0.955 1.528
C: 3.325 0.650 0.430
N: 2.841 -0.494 -0.361
H: 1.088 2.017 0.288
H: 0.276 1.331 1.557
H: 2.243 0.102 2.207
H: 2.648 1.828 2.099
H: 4.320 0.482 0.851
H: 3.375 1.512 -0.235
H: 2.947 -1.360 0.159
H: 3.377 -0.586 -1.214
C: 1.080 -3.044 3.658
P: 0.429 -3.082 1.987
C: -1.361 -3.075 2.117
C: 0.898 -4.677 1.308
O: 0.958 -1.941 1.155
H: 0.792 -3.942 4.204
H: 0.704 -2.168 4.186
H: 2.167 -2.988 3.614
H: -1.699 -3.708 2.938
H: -1.805 -3.437 1.191
H: -1.683 -2.047 2.280
H: 0.481 -5.487 1.906
H: 1.985 -4.763 1.302
H: 0.528 -4.759 0.286

Total charge ... +2
2S+1 ... 5
Total energy ... -3147.439753 Ha
Relative energy (zero: lowest compared OMol25 entry of this formula, charge and spin) ... 0.0 kJ/mol
LUMO energy (alpha / beta) ... -3.78 / -3.80 eV
⟨S²⟩ ... 6.012
HOMO (alpha / beta) ... -12.41 / -13.05 eV

These are the Löwdin partial charges, in e, on atoms 1 to 2: 0.7297 -0.0445

Entry 5:
ORCA calculation (ωB97M-V/def2-TZVPD) on a cluster of 2 separate species, C26H25N2O2S in total.

Atoms and positions in Å:
C: -3.300 -1.023 3.960
C: -1.787 -1.067 3.872
C: -1.295 0.110 3.047
C: -1.139 -1.124 5.253
O: -1.397 -2.312 3.188
C: -1.773 -2.308 1.853
C: -0.736 -1.868 0.875
N: -0.831 -2.488 -0.262
C: 0.007 -2.735 -1.233
C: -0.509 -3.403 -2.435
C: 0.290 -3.639 -3.578
C: -0.321 -4.098 -4.745
C: -1.699 -4.369 -4.733
C: -2.488 -4.237 -3.574
C: -1.870 -3.776 -2.413
C: 1.398 -2.278 -1.068
C: 1.872 -1.345 -1.996
C: 3.066 -0.672 -1.744
C: 3.852 -1.065 -0.656
C: 3.439 -2.093 0.210
C: 2.172 -2.656 0.052
O: -2.880 -2.654 1.488
H: -3.655 -1.790 4.655
H: -3.641 -0.051 4.323
H: -3.739 -1.214 2.975
H: -0.215 0.023 2.873
H: -1.816 0.133 2.075
H: -1.481 1.071 3.543
H: -0.052 -1.256 5.186
H: -1.326 -0.195 5.803
H: -1.558 -1.944 5.847
H: 0.081 -1.162 1.153
H: 1.364 -3.442 -3.525
H: 0.296 -4.245 -5.639
H: -2.171 -4.696 -5.655
H: -3.554 -4.483 -3.560
H: -2.421 -3.644 -1.475
H: 1.243 -1.091 -2.847
H: 3.355 0.161 -2.390
H: 4.805 -0.556 -0.465
H: 4.100 -2.459 1.004
H: 1.792 -3.406 0.756
C: 1.499 8.130 -0.987
C: 2.357 7.177 -1.563
C: 2.117 5.815 -1.370
C: 1.010 5.369 -0.610
N: 0.793 4.023 -0.423
C: 0.089 3.024 -0.281
S: -0.609 1.609 -0.227
C: 0.157 6.334 -0.024
C: 0.399 7.698 -0.222
H: 1.687 9.204 -1.126
H: 3.214 7.500 -2.169
H: 2.776 5.052 -1.796
H: -0.684 5.982 0.580
H: -0.284 8.429 0.221

Total charge ... -1
Total energy ... -1663.928312 Ha
Relative energy (zero: lowest compared OMol25 entry of this formula, charge and spin) ... 0.0 kJ/mol
LUMO energy ... 2.22 eV
HOMO ... -2.38 eV

These are the Löwdin partial charges, in e, on atoms 1 to 2: -0.0384 -0.5918

Entry 6:
ORCA calculation (ωB97M-V/def2-TZVPD) on the ion C11H12BrN2O with charge +1.

Atoms and positions in Å:
C: -4.470 -1.639 0.550
N: -3.485 -0.770 0.022
C: -2.885 -0.954 -1.083
C: -1.648 -0.242 -1.473
O: -0.490 -1.056 -1.353
C: -0.566 0.010 -0.575
N: 0.142 0.780 0.131
C: -0.390 1.996 0.705
C: 1.485 0.458 0.311
C: 1.975 -0.806 0.451
C: 3.359 -1.052 0.492
C: 4.158 0.013 0.181
Br: 6.065 -0.143 0.031
C: 3.725 1.317 -0.115
C: 2.408 1.502 0.080
H: -4.663 -1.505 1.677
H: -5.454 -1.535 0.148
H: -4.265 -2.720 0.289
H: -3.209 -1.765 -1.829
H: -1.656 0.477 -2.287
H: 0.042 2.098 1.678
H: -0.002 2.774 0.051
H: -1.560 1.915 0.796
H: 1.311 -1.774 0.607
H: 3.717 -2.000 0.706
H: 4.412 2.075 -0.220
H: 1.943 2.545 0.030

Structure (SMILES) ... C/N=C/[C@@H]1O/C1=[N+](/C)c1ccc(Br)cc1
Total charge ... +1
Total energy ... -3184.741354 Ha
LUMO energy ... -3.75 eV
HOMO ... -12.44 eV

These are the Löwdin partial charges, in e, on atoms 1 to 2: -0.1313 0.0041

Entry 7:
ORCA calculation (ωB97M-V/def2-TZVPD) on a cluster of 6 separate species, C41H43N4O22 in total.

Atoms and positions in Å:
C: 5.084 6.483 -0.028
C: 4.952 5.953 -1.099
C: 4.792 5.243 -2.366
C: 4.022 3.927 -2.202
C: 4.617 3.019 -1.146
N: 3.639 1.938 -0.777
C: 3.921 0.688 -1.182
N: 4.916 -0.103 -0.620
N: 3.258 0.100 -2.135
O: 2.265 0.728 -2.806
C: 0.936 0.300 -2.375
C: -0.020 1.475 -2.501
N: -1.293 1.043 -1.980
C: -1.506 1.295 -0.565
C: -1.808 2.745 -0.122
C: -2.381 3.613 -1.228
O: -2.721 2.712 0.974
H: 5.192 6.941 0.923
H: 4.221 5.869 -3.052
H: 5.761 5.082 -2.839
H: 3.002 4.184 -1.906
H: 3.958 3.416 -3.163
H: 4.879 3.565 -0.245
H: 5.521 2.536 -1.519
H: 2.697 2.192 -1.056
H: 4.628 -0.392 0.317
H: 5.783 0.418 -0.528
H: 3.484 -0.858 -2.382
H: 0.985 -0.048 -1.343
H: 0.601 -0.535 -2.988
H: -0.103 1.732 -3.555
H: 0.408 2.328 -1.956
H: -2.065 1.357 -2.551
H: -0.594 0.979 -0.050
H: -2.281 0.623 -0.192
H: -0.928 3.221 0.311
H: -1.735 3.659 -2.105
H: -3.374 3.271 -1.518
H: -2.481 4.629 -0.852
H: -3.427 2.092 0.767
C: -5.254 -0.522 -6.481
C: -4.212 0.056 -5.870
C: -4.381 0.983 -4.690
O: -3.353 1.435 -4.197
C: -5.705 1.278 -4.216
C: -6.759 0.704 -4.826
C: -6.592 -0.246 -5.996
O: -7.607 -0.725 -6.459
O: -8.005 0.902 -4.470
O: -2.950 -0.130 -6.232
H: -5.142 -1.190 -7.323
H: -5.815 1.954 -3.380
H: -8.562 0.351 -5.060
H: -2.414 0.406 -5.617
C: 7.478 -0.110 2.430
C: 8.512 0.539 2.992
C: 8.369 1.308 4.291
O: 9.375 1.843 4.710
C: 7.072 1.355 4.934
C: 6.044 0.708 4.368
C: 6.193 -0.069 3.083
O: 5.190 -0.630 2.657
O: 4.816 0.684 4.868
O: 9.723 0.568 2.482
H: 7.574 -0.670 1.509
H: 6.980 1.911 5.855
H: 4.278 0.148 4.256
H: 10.271 1.099 3.097
C: 8.184 -1.195 8.771
C: 8.772 -2.330 9.181
C: 8.341 -3.692 8.676
O: 8.956 -4.651 9.100
C: 7.240 -3.770 7.736
C: 6.654 -2.635 7.334
C: 7.103 -1.277 7.820
O: 6.503 -0.321 7.355
O: 5.639 -2.579 6.483
O: 9.767 -2.371 10.045
H: 8.488 -0.220 9.122
H: 6.928 -4.746 7.392
H: 5.422 -1.628 6.400
H: 10.000 -3.314 10.158
C: -11.621 -3.066 -1.211
C: -11.744 -2.047 -0.347
C: -11.105 -0.698 -0.595
O: -11.289 0.161 0.245
C: -10.317 -0.512 -1.798
C: -10.196 -1.532 -2.655
C: -10.850 -2.874 -2.419
O: -10.676 -3.720 -3.278
O: -9.499 -1.473 -3.783
O: -12.424 -2.118 0.783
H: -12.075 -4.032 -1.042
H: -9.852 0.450 -1.964
H: -9.590 -2.351 -4.206
H: -12.352 -1.239 1.205
C: -3.951 -4.876 -1.050
C: -4.002 -3.898 -0.134
C: -3.295 -2.578 -0.332
O: -3.413 -1.741 0.547
C: -2.523 -2.368 -1.540
C: -2.471 -3.348 -2.453
C: -3.194 -4.664 -2.267
O: -3.086 -5.472 -3.170
O: -1.797 -3.264 -3.589
O: -4.663 -3.992 1.007
H: -4.454 -5.824 -0.920
H: -2.017 -1.419 -1.668
H: -1.946 -4.114 -4.053
H: -4.537 -3.146 1.477

Total charge ... +1
Total energy ... -3462.070729 Ha
Relative energy (zero: lowest compared OMol25 entry of this formula, charge and spin) ... 0.0 kJ/mol
LUMO energy ... -3.64 eV
HOMO ... -10.98 eV

These are the Löwdin partial charges, in e, on atoms 1 to 2: 0.1324 -0.1491

Entry 8:
ORCA calculation (ωB97M-V/def2-TZVPD) on a cluster of 6 separate species, C12H36O6S6 in total.

Atoms and positions in Å:
C: 7.131 -19.439 12.328
S: 5.377 -18.812 12.380
O: 4.967 -18.697 13.876
C: 5.529 -17.083 11.636
H: 7.853 -18.850 12.894
H: 7.458 -19.560 11.295
H: 7.123 -20.435 12.772
H: 5.836 -16.932 10.601
H: 6.255 -16.529 12.230
H: 4.624 -16.513 11.844
C: 4.138 -13.394 10.235
S: 3.460 -12.207 11.549
O: 4.229 -10.938 11.172
C: 1.790 -11.990 10.782
H: 5.212 -13.468 10.402
H: 4.052 -12.986 9.227
H: 3.678 -14.377 10.347
H: 2.071 -11.493 9.853
H: 1.362 -11.158 11.342
H: 1.107 -12.834 10.695
C: 2.418 -19.341 9.950
S: 1.328 -17.797 9.928
O: 2.132 -16.627 9.348
C: 0.180 -18.252 8.478
H: 2.001 -20.215 10.449
H: 3.373 -19.138 10.434
H: 2.709 -19.632 8.940
H: -0.764 -17.714 8.398
H: -0.062 -19.295 8.678
H: 0.673 -18.021 7.533
C: 0.837 -8.570 11.977
S: 0.583 -6.804 11.658
O: 0.287 -6.817 10.153
C: -1.028 -6.642 12.484
H: 0.067 -9.130 11.445
H: 1.081 -8.832 13.007
H: 1.723 -8.727 11.361
H: -0.875 -6.433 13.543
H: -1.632 -7.548 12.432
H: -1.684 -5.864 12.093
C: -1.769 -12.683 11.950
S: -2.186 -10.891 12.083
O: -3.708 -10.708 12.082
C: -1.747 -10.517 13.747
H: -2.013 -13.018 10.942
H: -2.313 -13.297 12.667
H: -0.727 -12.823 12.238
H: -0.673 -10.643 13.888
H: -2.271 -11.146 14.466
H: -2.066 -9.520 14.051
C: 3.816 -7.619 9.132
S: 2.889 -7.824 7.599
O: 3.772 -8.308 6.429
C: 1.980 -9.280 8.237
H: 4.337 -8.568 9.264
H: 3.206 -7.294 9.974
H: 4.603 -6.912 8.870
H: 1.104 -8.941 8.790
H: 2.605 -9.835 8.937
H: 1.701 -9.967 7.438

Total energy ... -3319.090423 Ha
Relative energy (zero: lowest compared OMol25 entry of this formula, charge and spin) ... 209.7 kJ/mol
LUMO energy ... 0.11 eV
HOMO ... -8.35 eV

These are the Löwdin partial charges, in e, on atoms 1 to 2: -0.2483 0.8296

> Among the records above, which one has the lowest total energy?

C31H39Br2F6N6O2P